{"formula": "C27H36ClF5N6O3RuS3Sb", "method": "wB97M-V/def2-TZVPD", "energy_ha": -4093.9936, "relative_energy_kcal_mol": 0.0, "charge": -1, "orbital_gap_ha": [0.2254, 0.2249], "homo_energy_ev": [-4.22, -4.21], "symbols": ["Ru", "C", "N", "C", "C", "N", "C", "C", "C", "C", "C", "C", "N", "C", "N", "C", "C", "N", "C", "C", "N", "C", "C", "H", "H", "H", "H", "H", "H", "H", "H", "H", "H", "H", "H", "H", "H", "H", "H", "H", "H", "H", "H", "H", "H", "H", "H", "H", "H", "H", "H", "S", "Sb", "S", "S", "F", "C", "F", "C", "F", "F", "F", "C", "C", "C", "C", "Cl", "C", "C", "C", "O", "C", "C", "O", "O", "H", "H", "H", "H", "H", "H", "H", "H"], "coordinates": [[0.655, -0.590, 0.424], [1.733, 0.694, 3.734], [0.488, 1.278, 4.191], [-0.231, 0.401, 5.105], [-0.228, 2.042, 3.297], [0.159, 2.103, 2.065], [-0.242, 3.077, 1.152], [-0.656, 4.375, 1.472], [-1.104, 5.248, 0.493], [-1.169, 4.846, -0.831], [-0.651, 3.610, -1.192], [-0.149, 2.758, -0.222], [0.508, 0.987, -2.187], [0.929, 1.405, -3.340], [0.571, 0.590, -4.449], [-0.590, -0.268, -4.201], [1.700, -0.221, -4.908], [1.583, 2.543, -3.689], [1.864, 2.867, -5.074], [2.163, 3.499, -2.761], [-1.292, 2.725, 3.869], [-1.209, 3.254, 5.210], [-2.584, 2.851, 3.238], [2.280, 0.318, 4.600], [2.336, 1.437, 3.220], [1.553, -0.142, 3.045], [-0.257, -0.616, 4.703], [-1.254, 0.737, 5.248], [0.276, 0.377, 6.072], [-0.602, 4.706, 2.500], [-1.416, 6.248, 0.772], [-1.575, 5.509, -1.585], [-0.628, 3.302, -2.230], [-1.444, 0.345, -3.925], [-0.407, -0.987, -3.400], [-0.805, -0.805, -5.127], [2.615, 0.368, -4.940], [1.481, -0.604, -5.907], [1.862, -1.074, -4.233], [1.186, 2.331, -5.730], [2.899, 2.619, -5.333], [1.724, 3.942, -5.218], [2.050, 3.181, -1.735], [1.682, 4.474, -2.894], [3.232, 3.587, -2.956], [-0.196, 3.145, 5.589], [-1.904, 2.757, 5.899], [-1.465, 4.320, 5.197], [-2.564, 2.427, 2.242], [-2.884, 3.901, 3.161], [-3.340, 2.321, 3.831], [4.685, 0.328, -2.452], [3.556, -1.454, -1.537], [2.918, -0.668, 0.685], [0.923, 1.423, -0.644], [-1.805, -2.126, -0.091], [-1.406, -0.802, 0.058], [-1.968, -0.173, -1.046], [-2.246, -0.289, 1.236], [-1.627, -0.525, 2.425], [-2.430, 1.044, 1.149], [-3.480, -0.829, 1.359], [0.219, -7.815, -0.959], [-0.638, -7.120, 0.063], [-1.904, -7.600, 0.378], [-2.688, -6.935, 1.304], [-4.261, -7.578, 1.691], [-2.251, -5.773, 1.916], [-0.991, -5.288, 1.609], [-0.185, -5.963, 0.704], [1.099, -5.528, 0.467], [1.227, -4.587, -0.582], [0.872, -3.144, -0.232], [0.861, -2.347, -1.212], [0.656, -2.805, 0.946], [0.064, -8.894, -0.932], [1.269, -7.594, -0.779], [-0.030, -7.464, -1.964], [-2.279, -8.501, -0.091], [-2.889, -5.257, 2.620], [-0.620, -4.369, 2.042], [0.626, -4.867, -1.454], [2.280, -4.594, -0.873]]}